(1)
Below is B2CuH24O8 as an isolated structure, with properties calculated with ωB97M-V/def2-TZVPD.

XYZ file:
```
35
Properties=species:S:1:pos:R:3:forces:R:3
Cu -0.279924 -0.821352 -2.247334 0.0 0.6 1.2
O -4.121497 1.651312 -0.112509 -0.4 0.2 -0.2
O 0.168642 2.223444 4.460304 0.1 0.3 0.2
O 4.136701 -0.925292 4.238028 0.2 0.2 0.1
O 2.494611 3.307420 0.440934 0.2 0.1 -0.3
O 2.991452 -0.344653 -2.093193 -0.4 -0.3 -0.2
O 0.309635 2.041884 -3.655668 0.0 -0.6 0.1
O 0.341182 -2.245546 3.346711 0.3 -0.2 0.2
O 0.280373 -3.825899 -1.341440 -0.1 0.5 -0.2
B -3.339426 -0.987591 -3.297693 -1.4 -1.4 -1.4
B -0.568790 0.452823 0.739948 0.4 -0.3 -0.2
H -2.673097 -0.230910 -3.681991 2.5 4.6 -0.3
H -3.240988 1.750943 0.249446 0.5 0.0 0.2
H -0.178866 2.808752 -3.356445 -0.1 0.2 0.3
H 2.147218 2.431504 0.609204 -0.3 -0.3 0.1
H 3.199355 0.486579 -2.519879 0.0 0.3 -0.1
H 3.729497 -0.503534 -1.504734 0.1 -0.1 0.2
H -0.516695 -2.523565 3.667634 -0.2 0.0 0.1
H -0.250961 2.031368 3.621686 -0.1 -0.1 -0.4
H 4.026675 -1.838837 4.501760 -0.1 -0.2 0.1
H 2.550587 3.713630 1.305859 0.0 0.1 0.2
H 0.315964 1.364934 4.857147 0.1 -0.2 0.1
H 0.145434 -1.610487 2.657795 -0.1 0.4 -0.4
H 1.124069 -4.215886 -1.112708 0.3 0.0 0.1
H -3.275006 -1.975494 -3.726804 -0.6 -4.2 -0.4
H -1.018441 -0.492294 0.477630 -2.0 -4.3 -0.8
H 0.509327 2.227558 -4.573200 0.1 0.0 -0.3
H -4.132270 0.766463 -0.477394 0.0 -0.2 0.0
H -4.342525 -0.597157 -3.372376 -3.6 1.7 -2.2
H -3.098169 -1.013425 -2.246320 3.5 -0.7 4.5
H -0.575043 1.061885 -0.150698 0.0 2.8 -4.1
H -1.097295 1.007133 1.499988 -2.3 1.9 2.9
H 0.475441 0.339009 0.986669 4.1 -0.7 1.2
H -0.301785 -4.574055 -1.474038 -0.2 -0.2 0.0
H 4.064617 -0.940664 3.283681 -0.1 0.0 -0.2
```
Positions in Å, forces in eV/Å.

Summary:
- F_max: 0.111 Eh/bohr
- Relative energy (zero: lowest compared OMol25 entry of this formula, charge and spin): 644.6 kJ/mol
- Spin multiplicity: 2
- DFT total energy: -62750.8488 eV
- <S²>: 0.753
- HOMO energy (alpha / beta): -9.485 / -9.484 eV
- Charge: 0



(2)
Below is a 2-piece molecular cluster, C6H14N3O4 overall, with properties calculated with ωB97M-V/def2-TZVPD.

XYZ file:
```
27
Properties=species:S:1:pos:R:3:forces:R:3
O 0.726504 -1.234201 0.133987 0.6 0.6 0.3
O -1.284033 -2.551405 -3.632641 -0.9 0.9 -0.1
O -0.083099 -3.198024 -3.284681 0.8 0.5 0.0
O 0.582689 -4.046398 -0.770213 0.1 0.1 -0.1
N -1.056879 -2.369506 -0.844004 0.1 -0.6 0.0
N -0.010872 -3.021887 -1.078729 -1.0 0.6 0.1
N 0.150043 -1.582541 -1.152001 1.0 -0.4 0.0
C 1.490458 1.024432 -0.732411 2.3 -2.1 1.2
C -1.434406 1.043535 2.659162 1.1 0.2 1.1
C 0.734250 1.816163 0.306858 0.2 -1.8 2.0
C -1.526913 2.056086 1.483578 -0.2 -4.7 -1.4
C -0.752538 1.540287 0.199092 0.1 -1.0 1.9
C 1.892264 -0.434100 -0.102399 0.6 -0.4 -3.8
H -2.122772 1.296749 3.512802 0.2 -0.3 -1.0
H -1.619682 0.020311 2.276847 0.1 0.5 0.5
H -0.991302 2.881224 1.736680 0.5 3.1 0.8
H 2.548442 -0.529423 0.724861 0.0 0.7 1.5
H 0.960902 2.837076 0.388032 0.0 2.0 -1.1
H -0.410839 1.081517 3.186364 -1.2 -0.3 -1.1
H 1.127218 1.611875 1.355696 -0.4 -0.8 -1.0
H 0.916489 0.616858 -1.588041 0.2 1.2 0.1
H -0.987836 2.109762 -0.636774 -1.3 1.1 -1.6
H -0.922170 0.466422 -0.091752 -0.1 1.1 0.7
H 2.454276 1.560652 -1.009570 -1.2 -0.8 -0.1
H -0.402527 -4.077107 -3.391118 0.1 -1.4 0.1
H 2.601683 -0.989801 -0.884003 -1.7 1.0 0.9
H -2.579350 2.071446 1.234378 -0.2 1.1 0.0
```
Positions in Å, forces in eV/Å.

Summary:
- F_max: 0.096 Eh/bohr
- Relative energy (zero: lowest compared OMol25 entry of this formula, charge and spin): 0.0 kJ/mol
- DFT total energy: -19098.2888 eV
- HOMO energy (alpha / beta): -2.540 / -2.546 eV
- Charge: -1



(3)
Below is the molecule C3H6O2S, with properties calculated with ωB97M-V/def2-TZVPD.

XYZ file:
```
12
Properties=species:S:1:pos:R:3:forces:R:3
S 1.735664 -0.446966 -0.418101 -1.6 1.0 -0.1
O -0.989979 1.293726 -1.574561 1.0 -1.0 1.8
O 1.804224 -1.920777 -0.547467 -0.2 -0.3 0.3
C -0.662099 0.058284 -1.019494 1.1 1.5 -0.1
C -0.736521 -0.174819 0.522540 -1.0 -0.4 -0.8
C 0.652003 0.136273 1.064368 2.3 -0.2 -0.8
H -0.797643 -0.625114 -1.824200 -0.3 -1.3 0.3
H 1.116677 1.177586 1.154640 -1.6 -0.8 -0.4
H -0.965136 -1.266615 0.460953 0.6 0.6 1.0
H -1.604810 0.296071 1.078524 0.8 -0.3 -0.9
H -0.624446 1.816862 -0.854167 -0.4 1.4 -0.3
H 1.072067 -0.344511 1.956965 -0.8 -0.3 -0.1
```
Positions in Å, forces in eV/Å.

Summary:
- F_max: 0.048 Eh/bohr
- Relative energy (zero: lowest compared OMol25 entry of this formula, charge and spin): 394.2 kJ/mol
- DFT total energy: -18134.8623 eV
- HOMO energy (alpha / beta): -8.092 / -7.748 eV
- Charge: 0